Molecular formula: C65H136F18N9O10PS4
Method: DFT, the ωB97M-V functional and the def2-TZVPD basis

Geometry as XYZ:
```
243
Properties=species:S:1:pos:R:3
C -5.047 -0.833 -5.015
C -4.916 0.116 -6.213
C -4.831 1.626 -5.760
C -3.402 1.988 -5.272
N -3.128 3.527 -4.975
C -1.604 3.627 -4.615
C -0.937 4.003 -5.963
C -1.813 5.021 -6.532
C -3.230 4.419 -6.219
C -4.068 4.189 -3.891
C -3.991 3.376 -2.595
C -4.713 4.121 -1.419
H -5.718 -0.484 -4.230
H -4.072 -1.005 -4.560
H -5.437 -1.800 -5.332
H -5.735 0.056 -6.929
H -4.077 -0.176 -6.844
H -5.692 1.860 -5.135
H -5.089 2.116 -6.699
H -2.637 1.780 -6.020
H -3.130 1.398 -4.397
H -1.569 4.438 -3.888
H -1.197 2.732 -4.144
H 0.076 4.388 -5.847
H -0.953 3.166 -6.660
H -1.717 5.964 -5.994
H -1.752 5.036 -7.620
H -4.031 5.155 -6.158
H -3.560 3.762 -7.024
H -5.098 4.172 -4.247
H -3.661 5.193 -3.767
H -3.018 3.194 -2.140
H -4.411 2.380 -2.734
H -4.729 3.582 -0.472
H -5.775 4.302 -1.586
H -4.190 5.017 -1.088
C 1.036 3.018 2.708
C 0.798 2.396 4.108
C 1.951 2.800 5.052
C 1.852 4.299 5.495
N 3.033 4.818 6.289
C 2.727 6.385 6.467
C 3.243 7.052 5.191
C 4.082 6.068 4.453
C 4.337 4.847 5.392
C 3.269 4.077 7.645
C 1.872 3.884 8.365
C 2.165 3.136 9.654
H 1.050 4.103 2.816
H 0.227 2.813 2.008
H 2.035 2.736 2.373
H 0.744 1.312 4.003
H -0.064 2.885 4.562
H 2.887 2.559 4.548
H 1.834 2.229 5.973
H 0.885 4.538 5.938
H 1.806 4.825 4.542
H 3.356 6.702 7.298
H 1.707 6.509 6.832
H 3.738 8.009 5.359
H 2.312 7.269 4.669
H 5.085 6.428 4.224
H 3.565 5.896 3.509
H 5.018 5.046 6.218
H 4.539 3.882 4.927
H 3.983 4.593 8.288
H 3.690 3.140 7.281
H 1.208 3.216 7.816
H 1.301 4.813 8.368
H 2.464 2.169 9.249
H 1.229 2.963 10.184
H 3.021 3.514 10.213
C 3.646 -3.862 4.811
C 3.039 -5.184 5.228
C 1.541 -5.358 4.725
C 1.308 -5.282 3.209
N -0.183 -5.321 2.734
C -0.385 -5.474 1.165
C -1.705 -6.239 0.875
C -1.977 -6.955 2.205
C -0.844 -6.648 3.143
C -0.997 -4.076 3.243
C -0.265 -2.693 3.097
C -1.329 -1.598 3.089
H 2.925 -3.049 4.895
H 4.186 -3.971 3.871
H 4.405 -3.473 5.490
H 3.054 -5.375 6.301
H 3.684 -5.929 4.762
H 1.054 -4.468 5.125
H 1.130 -6.290 5.112
H 1.791 -6.129 2.722
H 1.767 -4.368 2.832
H -0.320 -4.486 0.709
H 0.493 -6.077 0.935
H -2.560 -5.610 0.627
H -1.524 -6.980 0.096
H -2.883 -6.436 2.519
H -2.037 -8.037 2.084
H -1.157 -6.461 4.170
H -0.067 -7.412 3.162
H -1.234 -4.240 4.295
H -1.936 -4.224 2.710
H 0.384 -2.625 2.223
H 0.421 -2.660 3.944
H -0.850 -0.625 3.191
H -2.056 -1.722 3.892
H -1.924 -1.616 2.176
C 7.119 4.074 2.124
C 6.544 3.145 1.068
C 6.247 1.742 1.639
C 5.326 1.041 0.511
N 4.679 -0.366 0.937
C 3.779 -0.831 -0.193
C 2.854 -1.911 0.430
C 2.556 -1.346 1.859
C 3.641 -0.248 2.093
C 5.788 -1.377 1.375
C 6.408 -2.152 0.242
C 7.480 -3.083 0.741
H 6.274 4.451 2.700
H 7.483 5.000 1.677
H 7.928 3.594 2.675
H 7.184 3.126 0.186
H 5.654 3.660 0.705
H 5.616 1.734 2.528
H 7.153 1.173 1.846
H 5.918 0.875 -0.389
H 4.425 1.629 0.337
H 4.238 -1.154 -1.128
H 3.234 0.049 -0.536
H 3.398 -2.844 0.572
H 2.076 -2.159 -0.292
H 2.637 -2.162 2.577
H 1.562 -0.899 1.884
H 4.130 -0.409 3.054
H 3.208 0.751 2.143
H 5.200 -2.113 1.922
H 6.512 -0.792 1.943
H 6.925 -1.478 -0.442
H 5.712 -2.588 -0.475
H 7.210 -3.735 1.572
H 8.381 -2.518 0.979
H 7.788 -3.789 -0.029
C 2.238 -4.281 -10.539
C 1.817 -3.143 -9.498
C 0.471 -3.406 -8.629
C 0.411 -4.759 -7.992
N -0.860 -5.046 -7.115
C -0.983 -4.156 -5.850
C -1.970 -2.962 -6.166
C -2.708 -3.359 -7.385
C -2.146 -4.672 -7.863
C -0.951 -6.531 -6.763
C 0.174 -7.086 -5.837
C -0.205 -8.241 -4.875
H 3.077 -4.086 -11.207
H 1.389 -4.601 -11.144
H 2.632 -5.204 -10.114
H 1.639 -2.244 -10.087
H 2.657 -2.892 -8.851
H -0.374 -3.254 -9.301
H 0.400 -2.534 -7.979
H 1.163 -4.888 -7.214
H 0.551 -5.607 -8.662
H -1.491 -4.818 -5.148
H 0.015 -3.886 -5.505
H -2.598 -2.769 -5.296
H -1.399 -2.066 -6.411
H -3.717 -3.558 -7.027
H -2.903 -2.576 -8.119
H -2.901 -5.427 -7.645
H -1.914 -4.740 -8.926
H -1.101 -7.005 -7.733
H -1.907 -6.594 -6.243
H 0.537 -6.329 -5.141
H 1.089 -7.348 -6.366
H 0.428 -8.319 -3.991
H -0.169 -9.171 -5.443
H -1.213 -7.988 -4.548
C -3.963 -0.103 5.696
C -4.096 0.743 4.378
O -3.720 0.329 3.327
N -4.583 2.211 4.477
H -5.106 2.303 5.336
H -3.802 2.851 4.485
C -5.501 2.621 3.301
H -3.208 0.327 6.354
H -3.722 -1.130 5.423
H -4.890 -0.113 6.270
H -4.920 2.401 2.405
H -5.805 3.647 3.507
H -6.329 1.913 3.338
C -2.159 -2.469 -2.094
C -1.483 -1.649 -1.012
O -0.763 -2.201 -0.198
N -1.677 -0.073 -1.144
H -0.952 0.346 -1.709
H -2.525 0.015 -1.685
C -1.929 0.615 0.245
H -1.619 -3.387 -2.326
H -2.284 -1.847 -2.981
H -3.050 -2.947 -1.687
H -2.166 1.651 0.002
H -1.016 0.386 0.794
H -2.720 -0.016 0.650
C -2.556 3.557 7.577
F -3.664 2.823 7.493
F -2.416 4.121 8.814
F -1.411 2.873 7.386
S -2.667 5.094 6.283
O -3.809 5.929 6.697
O -1.383 5.745 6.460
N -2.790 4.264 4.710
S -2.315 5.348 3.763
O -3.127 6.570 3.802
O -0.859 5.437 3.668
C -2.784 4.564 2.038
F -4.121 4.853 1.844
F -2.039 5.134 1.083
F -2.673 3.264 2.031
C 0.170 3.893 -1.103
F 0.327 4.568 -2.213
F 0.636 4.597 0.002
F -1.088 3.492 -0.966
S 1.216 2.238 -1.315
O 2.579 2.654 -1.712
O 1.261 1.496 -0.064
N 0.351 1.360 -2.552
S 1.357 0.860 -3.599
O 1.753 1.809 -4.641
O 2.517 0.217 -2.989
C 0.333 -0.572 -4.582
F 1.049 -1.041 -5.595
F 0.240 -1.621 -3.794
F -0.799 0.057 -4.959
P -5.478 -1.182 -0.919
F -4.394 -1.744 0.137
F -5.835 -0.046 0.207
F -4.410 -0.068 -1.511
F -6.594 -0.429 -1.819
F -5.202 -2.282 -2.101
F -6.567 -2.180 -0.338
```

Results
Max |F|, hartree/bohr: 0.121
Lowest unoccupied orbital energy, eV: -7.37
Charge: +4
Frontier orbital gap, eV: 8.70